This record from the Open Molecules 2025 dataset describes 8 unconnected molecules or ions with the total composition C72H160N8. The level of theory is wB97M-V/def2-TZVPD.

Geometry as XYZ:
```
240
Properties=species:S:1:pos:R:3:lowdin_charge:R:1
C -10.21632 -1.18385 -0.41958 -0.068
C -9.49798 -2.45480 0.08727 -0.217
C -8.00898 -2.19490 0.10234 -0.187
N -7.19884 -3.16004 0.86030 -0.231
C -7.38309 -2.95640 2.39804 -0.070
C -6.34903 -3.62208 3.31893 -0.119
C -4.87803 -3.32258 2.86734 -0.160
C -4.68177 -3.50217 1.35878 -0.171
C -5.75593 -2.78624 0.54083 -0.130
C -7.43869 -4.61036 0.48526 0.054
H -11.28756 -1.23705 -0.26356 0.096
H -9.87726 -1.05594 -1.45354 0.084
H -9.83422 -0.29747 0.12513 0.081
H -9.78387 -3.33870 -0.49501 0.129
H -9.91152 -2.54505 1.10748 0.124
H -7.84963 -1.21017 0.51586 0.120
H -7.66307 -2.14229 -0.91739 0.139
H -7.41903 -1.91030 2.66879 0.123
H -8.40924 -3.30393 2.60421 0.144
H -6.52288 -3.27485 4.33261 0.132
H -6.48174 -4.70727 3.33298 0.126
H -4.62090 -2.26449 3.06499 0.108
H -4.23832 -3.86501 3.51272 0.100
H -3.74354 -3.10681 0.96985 0.101
H -4.70204 -4.55695 1.03720 0.112
H -5.75016 -1.70160 0.61257 0.119
H -5.59914 -2.96037 -0.51943 0.129
H -6.71474 -5.31950 0.86898 0.106
H -7.49948 -4.67500 -0.57252 0.108
H -8.38995 -4.97844 0.82355 0.118
C 1.47938 4.84129 -5.43436 -0.061
C 0.19789 5.12716 -6.33520 -0.181
C -0.76213 3.94934 -6.06741 -0.138
N -2.17338 4.11601 -6.66411 -0.254
C -3.04705 2.99482 -6.04046 -0.089
C -3.37814 3.25520 -4.58200 -0.202
C -3.92434 4.61033 -4.28783 -0.189
C -2.93345 5.61975 -4.79291 -0.148
C -2.82462 5.45602 -6.29532 -0.065
C -2.15185 3.90644 -8.12473 0.025
H 1.97502 3.90774 -5.74339 0.077
H 1.04756 4.67608 -4.42477 0.044
H 2.16903 5.67231 -5.44531 0.088
H 0.50511 5.18472 -7.39634 0.131
H -0.16851 6.10309 -6.09721 0.102
H -0.81504 3.81682 -4.99256 0.084
H -0.30272 3.04676 -6.51075 0.146
H -2.45871 2.05634 -6.11772 0.142
H -3.94991 2.89727 -6.63479 0.146
H -2.47005 3.10303 -4.03255 0.077
H -4.10525 2.43782 -4.31545 0.146
H -3.99252 4.67182 -3.18771 0.104
H -4.92518 4.72075 -4.69289 0.140
H -1.93771 5.42828 -4.41154 0.103
H -3.21265 6.63401 -4.51362 0.143
H -2.25284 6.20631 -6.85184 0.149
H -3.80819 5.35398 -6.75979 0.151
H -3.13106 3.99324 -8.54931 0.119
H -1.86226 2.87014 -8.26828 0.114
H -1.41038 4.50380 -8.66743 0.130
C 4.02739 8.35204 5.51004 -0.069
C 3.22968 7.41383 6.43462 -0.192
C 2.98613 6.09260 5.63635 -0.153
N 2.02151 5.14586 6.26846 -0.261
C 0.65973 5.83416 6.53157 -0.080
C -0.39182 4.80769 6.91068 -0.144
C -0.63185 3.83269 5.73433 -0.170
C 0.70178 3.12680 5.46184 -0.176
C 1.77644 4.17972 5.12279 -0.128
C 2.57463 4.52782 7.46385 0.043
H 3.44772 8.49896 4.59730 0.079
H 5.02744 7.99410 5.29345 0.086
H 4.18835 9.35628 5.88432 0.094
H 2.22551 7.79482 6.66820 0.103
H 3.68874 7.28455 7.41156 0.119
H 3.93677 5.60663 5.34846 0.152
H 2.53544 6.42061 4.70489 0.119
H 0.28746 6.43952 5.67132 0.159
H 0.77060 6.57653 7.34965 0.151
H -1.31402 5.27924 7.19980 0.130
H -0.07169 4.24597 7.81035 0.130
H -0.93108 4.39952 4.85827 0.089
H -1.48569 3.16734 5.91878 0.122
H 0.72313 2.47341 4.60171 0.092
H 1.04952 2.50546 6.29191 0.113
H 1.35298 4.67093 4.25401 0.123
H 2.66813 3.65220 4.79931 0.128
H 2.72452 5.34005 8.14386 0.119
H 3.52822 4.07865 7.19444 0.127
H 1.89335 3.78880 7.87142 0.103
C -6.01675 1.33938 2.86577 -0.105
C -5.00332 1.97303 1.99582 -0.257
C -5.21638 3.50549 1.97355 -0.068
N -4.07685 4.28613 1.17499 -0.218
C -2.83380 4.37641 2.07458 -0.103
C -1.78398 5.31727 1.49020 -0.170
C -2.34506 6.69414 1.15605 -0.163
C -3.58608 6.60214 0.30020 -0.177
C -4.64652 5.72797 0.91077 -0.063
C -3.77792 3.59867 -0.13621 0.003
H -5.97559 1.64543 3.91139 0.099
H -5.86121 0.25838 2.87743 0.062
H -7.05985 1.48008 2.58297 0.101
H -5.16006 1.49946 0.98519 0.118
H -3.96395 1.72237 2.23667 0.101
H -5.25575 3.94954 2.96687 0.138
H -6.17882 3.78144 1.55467 0.140
H -3.19706 4.72740 3.00894 0.126
H -2.46850 3.37822 2.18300 0.105
H -0.98265 5.41418 2.22420 0.112
H -1.34924 4.82268 0.62411 0.091
H -2.61617 7.16511 2.10302 0.137
H -1.59951 7.26502 0.58360 0.138
H -3.99506 7.64287 0.24878 0.161
H -3.35783 6.38058 -0.73954 0.108
H -5.01300 6.11483 1.87701 0.161
H -5.48840 5.57933 0.26744 0.131
H -3.08541 4.30270 -0.61879 0.081
H -4.69154 3.53263 -0.72613 0.121
H -3.25272 2.65950 -0.06900 0.080
C 6.97560 -2.68298 2.61498 -0.075
C 6.33719 -2.01209 3.82172 -0.212
C 4.81637 -1.85501 3.65302 -0.131
N 4.02171 -1.17986 4.76353 -0.239
C 4.03269 -1.98263 6.07460 -0.063
C 3.23940 -3.31853 5.96771 -0.132
C 1.86088 -3.01915 5.44474 -0.198
C 1.80197 -2.30494 4.10484 -0.183
C 2.52253 -0.99793 4.30020 -0.109
C 4.58134 0.19625 5.06792 0.014
H 6.77174 -2.07519 1.75147 0.069
H 6.51949 -3.65199 2.53927 0.074
H 8.01830 -2.83464 2.84590 0.098
H 6.82840 -1.06304 4.05114 0.119
H 6.47818 -2.69083 4.66548 0.126
H 4.30248 -2.84284 3.49236 0.132
H 4.50315 -1.30016 2.77476 0.118
H 5.01833 -2.00703 6.49335 0.136
H 3.47802 -1.35621 6.75196 0.129
H 3.73938 -4.03433 5.31620 0.120
H 3.26056 -3.87770 6.87719 0.133
H 1.34080 -3.98751 5.41089 0.136
H 1.32593 -2.40753 6.18339 0.132
H 2.15598 -2.92427 3.27079 0.112
H 0.70396 -2.17468 3.90298 0.133
H 2.65885 -0.32700 3.44206 0.111
H 2.00258 -0.39290 5.04173 0.127
H 3.98760 0.70128 5.81789 0.097
H 4.58855 0.86795 4.20013 0.112
H 5.56467 0.05300 5.50663 0.113
C 4.57946 -8.54430 -3.12164 -0.070
C 4.69691 -7.05406 -2.98218 -0.268
C 6.06205 -6.55025 -3.27829 -0.140
N 6.40759 -5.12067 -2.92664 -0.251
C 7.89184 -4.90540 -3.26673 -0.071
C 8.31366 -3.45824 -2.99267 -0.154
C 7.47641 -2.54955 -3.86027 -0.177
C 5.98580 -2.74035 -3.67283 -0.183
C 5.54598 -4.20541 -3.81194 -0.098
C 6.16953 -4.84400 -1.45744 0.025
H 3.56623 -8.78400 -2.76775 0.082
H 5.21951 -9.11725 -2.45311 0.102
H 4.58779 -8.89978 -4.13519 0.093
H 4.53874 -6.81830 -1.93138 0.102
H 3.84361 -6.62929 -3.51349 0.093
H 6.27238 -6.66543 -4.35279 0.157
H 6.83178 -7.10998 -2.68919 0.162
H 7.97656 -5.08684 -4.34568 0.150
H 8.49331 -5.67936 -2.74946 0.160
H 9.37541 -3.40117 -3.25576 0.147
H 8.31650 -3.23968 -1.94261 0.102
H 7.72208 -2.75939 -4.92674 0.148
H 7.74255 -1.49831 -3.80043 0.122
H 5.49052 -2.25881 -4.48473 0.105
H 5.53336 -2.29823 -2.75966 0.111
H 5.68352 -4.56546 -4.83814 0.150
H 4.48826 -4.26372 -3.60144 0.108
H 6.62551 -5.67210 -0.92164 0.125
H 5.11530 -4.78862 -1.20517 0.093
H 6.56589 -3.87303 -1.17700 0.087
C -1.12483 -6.48166 1.03059 -0.078
C -1.54135 -6.18222 -0.41096 -0.229
C -0.26264 -6.19491 -1.21400 -0.122
N -0.46820 -5.71438 -2.66696 -0.232
C -1.07072 -4.31181 -2.65952 -0.128
C -0.95358 -3.53745 -3.93392 -0.176
C 0.42192 -3.62026 -4.54716 -0.192
C 1.01736 -5.00551 -4.61512 -0.157
C 0.93522 -5.75447 -3.31415 -0.111
C -1.38402 -6.56932 -3.49591 0.051
H -0.43803 -5.72880 1.44605 0.081
H -0.74162 -7.50008 1.09801 0.095
H -2.03719 -6.60331 1.64284 0.090
H -1.90669 -5.14646 -0.51517 0.088
H -2.32746 -6.85600 -0.77552 0.129
H 0.19186 -7.17719 -1.36190 0.153
H 0.55277 -5.55825 -0.86914 0.126
H -0.64144 -3.72749 -1.85074 0.127
H -2.12622 -4.45811 -2.39635 0.133
H -1.13058 -2.47309 -3.78546 0.106
H -1.70916 -3.86273 -4.65851 0.132
H 1.11451 -3.00133 -3.93447 0.112
H 0.47325 -3.19342 -5.56199 0.138
H 2.06587 -4.96908 -4.87654 0.118
H 0.49806 -5.53775 -5.41919 0.141
H 1.56967 -5.38380 -2.51920 0.114
H 1.24061 -6.80662 -3.39677 0.144
H -2.21168 -6.85015 -2.85943 0.106
H -0.97106 -7.45125 -3.96239 0.128
H -1.69488 -6.01975 -4.36786 0.104
C 4.79470 1.75860 -3.43388 -0.020
C 3.19756 1.68929 -3.41648 -0.180
C 2.86363 1.43933 -1.94659 -0.165
N 1.43000 1.57432 -1.49394 -0.245
C 1.34259 1.13369 -0.05522 -0.115
C -0.07401 1.00331 0.47923 -0.168
C -0.85436 0.02128 -0.35422 -0.202
C -0.90665 0.49048 -1.78094 -0.147
C 0.51104 0.67419 -2.37670 -0.057
C 1.02114 3.02789 -1.61104 0.035
H 5.14407 2.56837 -2.80268 0.088
H 5.19535 1.89474 -4.43986 0.096
H 5.01590 0.77728 -3.04482 0.059
H 2.74527 0.86955 -3.94767 0.100
H 2.71007 2.57728 -3.76302 0.075
H 3.49374 2.02009 -1.27540 0.140
H 3.12878 0.41552 -1.66405 0.130
H 1.80553 0.14324 -0.04702 0.136
H 2.02889 1.76255 0.50046 0.139
H -0.03627 0.76427 1.55101 0.127
H -0.56769 2.00651 0.45305 0.108
H -0.46505 -0.98856 -0.16814 0.124
H -1.88104 -0.09019 0.01854 0.118
H -1.49197 -0.18818 -2.43186 0.128
H -1.40115 1.46206 -1.89264 0.104
H 1.10430 -0.21128 -2.51456 0.123
H 0.51629 1.13522 -3.36667 0.132
H -0.01970 3.16517 -1.28841 0.087
H 1.13220 3.39169 -2.63982 0.083
H 1.59327 3.70726 -0.97518 0.127
```

Values from the calculation:
Energy relative to the best compared isomer or geometry (same formula, charge and spin) ... 128.0 kcal/mol
HOMO-LUMO gap ... 9.080 eV
Spin multiplicity ... 1
LUMO level ... -14.7 eV
Charge ... +8
HOMO energy ... -23.81 eV